[1]
ORCA calculation (ωB97M-V/def2-TZVPD) on a cluster of 2 separate species, C8H20NO3 in total.

Values from the calculation:
Energy, eV: -16242.528
Frontier orbital gap, eV: 9.43
Energy relative to the best compared isomer or geometry (same formula, charge and spin), kcal/mol: 29.7
E_HOMO, eV: -12.30

The geometry in ORCA input format:
```
! wB97M-V def2-TZVPD RIJCOSX def2/J DEFGRID3
* xyz 1 1
C 4.68398 -0.15987 -0.42876
C -4.31829 1.55763 -0.16574
C 3.42127 -0.62614 0.25641
C 2.36339 0.44684 0.30379
C 0.96261 -0.16590 0.28083
C 0.04946 0.99560 0.04625
C -4.12090 0.06940 -0.23345
C -1.93670 -0.39842 -0.52294
N -1.78614 -1.82376 0.15604
O -4.38330 -0.80583 0.72598
O -1.52415 -0.56502 -1.85190
O -1.33305 0.60457 0.24460
H 5.17257 0.80051 -0.05639
H 5.34007 -0.95045 -0.53389
H 4.49154 -0.05166 -1.46416
H -4.47877 1.74921 0.96682
H -3.47004 2.16401 -0.52138
H -5.20283 1.92938 -0.76956
H 3.62540 -1.09088 1.19606
H 2.98372 -1.36624 -0.39673
H 2.46875 1.06867 1.17823
H 2.42786 1.03200 -0.51673
H 0.86203 -0.63959 1.28029
H 0.73976 -0.91225 -0.66853
H 0.27505 1.36155 -0.86395
H 0.36416 1.64017 0.82575
H -4.49102 -0.27613 -1.18131
H -2.06138 -2.42959 -0.61148
H -2.49226 -1.84914 0.81496
H -0.84955 -1.87581 0.59662
H -4.45777 -0.48046 1.56027
H -1.63015 0.18999 -2.43404
*
```



[2]
ORCA calculation (ωB97M-V/def2-TZVPD) on an isolated molecule of C8H20O2Si.

Values from the calculation:
Energy, eV: -20596.081
Frontier orbital gap, eV: 10.76
Energy relative to the best compared isomer or geometry (same formula, charge and spin), kcal/mol: 0.0
E_HOMO, eV: -9.82

The geometry in ORCA input format:
```
! wB97M-V def2-TZVPD RIJCOSX def2/J DEFGRID3
* xyz 0 1
C -0.81058 -3.13584 0.32538
C -0.80116 -1.67313 0.63131
C -1.56526 -1.35303 1.91294
O 0.55261 -1.15465 0.76475
Si 1.12131 -0.28878 -0.55512
C 1.35438 -1.32415 -2.07726
C 2.76714 0.45698 -0.16476
O 0.11317 0.95081 -0.87706
C -0.42555 1.88073 0.06385
C -1.86473 2.19849 -0.27784
C 0.39743 3.15527 0.18495
H -0.37910 -3.75144 1.10249
H -0.17517 -3.34528 -0.54262
H -1.84961 -3.47546 0.15371
H -1.24557 -1.10022 -0.19461
H -1.39734 -0.32667 2.22936
H -2.65774 -1.52230 1.73565
H -1.23120 -2.06715 2.66948
H 0.39099 -1.63673 -2.45676
H 1.84983 -0.67499 -2.84608
H 1.95120 -2.17740 -1.81456
H 2.72505 1.15764 0.65194
H 3.43847 -0.38637 0.00463
H 3.07244 0.94200 -1.08008
H -0.40358 1.33840 1.01952
H -2.42110 1.29512 -0.50170
H -1.91066 2.84691 -1.18010
H -2.37823 2.72144 0.54822
H -0.05413 3.88922 0.83890
H 0.44406 3.64515 -0.80580
H 1.39262 2.91544 0.53725
*
```



[3]
ORCA calculation (ωB97M-V/def2-TZVPD) on a cluster of 3 separate species, C8H21BClO7S2 in total.

Values from the calculation:
Energy, eV: -57838.969
Frontier orbital gap, eV: 7.38
E_HOMO, eV: -5.48

The geometry in ORCA input format:
```
! wB97M-V def2-TZVPD RIJCOSX def2/J DEFGRID3
* xyz -1 1
B 5.63143 -1.23309 -4.08195
C 4.30929 -2.29287 -4.27115
C 3.05651 -1.69342 -3.83138
O 2.35631 -1.98837 -2.90782
Cl 2.47954 -0.28689 -4.83596
H 6.37310 -1.29331 -5.05642
H 6.24392 -1.59851 -3.07982
H 5.23549 -0.09060 -3.91247
H 4.21233 -2.62817 -5.30732
H 4.44930 -3.16480 -3.62324
O -1.70416 -0.64270 0.13589
S -2.42709 -0.12033 -0.98619
O -3.51960 -0.87162 -1.52505
O -1.42081 0.28021 -2.12163
C -0.43180 -0.70521 -2.56940
C -1.03235 -1.75494 -3.47373
C -2.98815 1.50591 -0.60913
H 0.05514 -1.14704 -1.70301
H 0.31643 -0.12629 -3.10072
H -1.73201 -2.39704 -2.93839
H -0.22633 -2.36939 -3.87160
H -1.57148 -1.28883 -4.29933
H -2.15501 2.08040 -0.21418
H -3.77402 1.40553 0.13647
H -3.38022 1.95584 -1.51674
O -1.15654 0.93114 6.66711
S -1.86724 1.55624 5.59304
O -3.03162 0.92428 5.05678
O -0.85325 1.90282 4.43380
C 0.00681 0.84083 3.93117
C -0.71178 -0.11235 3.00286
C -2.26781 3.21272 6.03227
H 0.46242 0.32762 4.77868
H 0.79743 1.36935 3.40323
H -1.45706 -0.70045 3.53749
H 0.00395 -0.79512 2.54795
H -1.22142 0.42862 2.21276
H -1.37711 3.69754 6.42083
H -3.04010 3.15778 6.79594
H -2.64242 3.72449 5.15038
*
```